DFT (ωB97M-V with the def2-TZVPD basis set) results for a cluster of 11 separate species, C46H91NO14 in total in a non-equilibrium geometry.

As for the SMILES: C=COC(=O)OC[C@@H](O)CN.C1CCOC1.C1CCOC1.C1CCOC1.C1CCOC1.C1CCOC1.C1CCOC1.C1CCOC1.C1CCOC1.C1CCOC1.C1CCOC1. The calculation puts the total energy at -2915.104443 hartree. As for the HOMO-LUMO gap: 8.43 eV. As for the net charge: 0. Its spin multiplicity is 1.

```
152
Properties=species:S:1:pos:R:3:forces:R:3
C -3.145 2.935 7.075 1.1 2.0 -0.8
C -2.495 3.721 6.088 -1.4 -2.0 1.2
O -1.160 4.244 6.331 -0.3 -1.2 -0.4
C -0.381 3.570 5.343 -1.0 1.0 -4.9
O -0.562 3.912 4.148 1.3 -1.1 4.5
O 0.503 2.542 5.642 -2.3 1.6 0.7
C -0.065 1.566 6.543 0.0 -1.1 1.9
C -0.890 0.409 5.833 0.9 -1.0 -0.5
O -1.651 0.829 4.686 -0.2 0.1 0.6
C 0.148 -0.696 5.299 -0.7 0.9 0.8
N -0.570 -1.957 4.985 0.6 0.4 -0.3
H -3.512 1.883 6.896 -1.0 2.1 -0.2
H -3.302 3.452 8.076 1.5 -1.6 -0.6
H -2.966 3.954 5.093 1.4 -1.0 0.6
H -0.663 2.032 7.393 0.7 -0.2 -1.4
H 0.819 1.061 7.059 -1.0 0.7 -0.8
H -1.599 -0.085 6.562 1.0 0.5 -0.4
H -2.604 0.824 4.893 0.7 0.1 0.0
H 0.862 -0.881 6.162 -0.7 0.0 -1.2
H 0.710 -0.247 4.427 -0.5 -0.4 0.9
H 0.139 -2.608 4.624 -0.6 0.2 0.1
H -1.256 -1.811 4.231 0.6 0.1 0.4
C -8.365 3.229 6.874 -0.2 0.4 -0.2
C -8.501 1.773 6.479 -0.2 -0.3 0.2
C -7.152 1.491 5.848 0.2 0.0 -0.2
O -6.200 2.339 6.505 -0.3 0.0 0.0
C -6.908 3.307 7.292 0.2 -0.1 0.2
H -9.051 3.536 7.664 0.1 0.0 0.0
H -8.538 3.867 6.002 0.0 0.0 0.0
H -8.631 1.156 7.374 0.0 0.0 -0.1
H -9.336 1.576 5.806 0.1 0.0 0.0
H -7.150 1.747 4.785 -0.1 -0.1 0.0
H -6.849 0.447 5.955 0.1 0.1 0.0
H -6.783 3.038 8.347 0.0 0.1 0.0
H -6.477 4.297 7.132 0.1 -0.1 0.0
C 4.877 -1.113 1.631 0.2 -0.3 -0.3
C 3.999 0.115 1.529 0.0 0.4 0.1
C 2.609 -0.478 1.653 -0.2 -0.1 -0.1
O 2.728 -1.645 2.480 0.2 0.1 -0.1
C 4.119 -1.957 2.640 -0.1 0.0 0.3
H 5.900 -0.898 1.940 -0.1 0.0 0.0
H 4.912 -1.626 0.665 0.1 0.1 0.0
H 4.197 0.784 2.373 0.0 0.0 0.0
H 4.140 0.680 0.606 0.0 -0.1 0.0
H 2.224 -0.796 0.678 0.0 0.1 0.0
H 1.894 0.217 2.099 0.0 -0.1 0.0
H 4.405 -1.701 3.666 0.1 -0.1 0.0
H 4.274 -3.028 2.493 -0.1 0.0 0.0
C 5.694 0.371 -3.888 -0.2 0.0 -0.3
C 6.647 1.430 -3.374 0.4 0.1 0.0
C 6.196 1.587 -1.934 -0.2 0.1 0.2
O 5.684 0.313 -1.519 0.1 0.1 -0.2
C 5.535 -0.524 -2.675 0.1 -0.2 0.2
H 6.061 -0.163 -4.765 -0.1 0.0 0.1
H 4.734 0.829 -4.144 0.0 -0.1 0.0
H 7.674 1.051 -3.405 0.0 0.1 0.0
H 6.611 2.364 -3.936 0.0 0.0 0.1
H 5.386 2.319 -1.848 0.1 0.1 0.0
H 7.010 1.888 -1.270 -0.1 -0.1 0.1
H 6.320 -1.288 -2.639 0.0 -0.1 -0.1
H 4.563 -1.022 -2.645 0.0 0.0 0.1
C 2.171 7.468 4.643 -0.2 0.3 -0.1
C 2.060 6.004 4.270 -0.1 -0.2 0.1
C 3.420 5.740 3.650 0.2 0.0 -0.2
O 4.352 6.616 4.299 -0.3 0.0 0.0
C 3.624 7.579 5.066 0.2 -0.1 0.2
H 1.477 7.776 5.426 0.0 0.0 0.0
H 1.991 8.091 3.761 0.0 0.0 0.1
H 1.937 5.397 5.173 0.0 0.0 -0.1
H 1.232 5.781 3.596 0.1 0.0 0.1
H 3.424 5.981 2.582 -0.1 -0.1 0.0
H 3.744 4.705 3.774 0.1 0.1 0.0
H 3.749 7.329 6.126 0.0 0.1 0.0
H 4.038 8.575 4.893 0.1 -0.1 0.0
C 2.837 -3.039 -5.349 -0.2 -0.1 0.4
C 2.432 -2.406 -6.663 -0.1 -0.1 -0.3
C 3.532 -1.382 -6.873 0.2 0.3 0.0
O 4.714 -1.913 -6.259 -0.3 -0.1 0.0
C 4.349 -3.047 -5.459 0.2 -0.1 -0.1
H 2.416 -4.034 -5.192 0.1 0.1 0.0
H 2.526 -2.400 -4.517 0.0 0.0 0.0
H 2.461 -3.155 -7.461 0.0 0.0 0.0
H 1.435 -1.962 -6.649 0.1 0.0 0.0
H 3.293 -0.434 -6.378 -0.1 0.0 -0.1
H 3.726 -1.184 -7.929 0.1 0.0 0.1
H 4.705 -3.948 -5.971 0.0 -0.1 0.1
H 4.841 -2.983 -4.485 0.1 0.1 -0.1
C -0.329 -7.402 -5.678 0.1 -0.4 -0.2
C -0.344 -7.181 -4.180 -0.3 0.2 0.2
C 1.063 -6.674 -3.922 0.3 -0.1 0.1
O 1.475 -5.976 -5.105 -0.3 -0.3 0.0
C 0.539 -6.254 -6.157 0.0 0.3 -0.1
H -1.320 -7.404 -6.132 0.1 0.0 0.0
H 0.154 -8.356 -5.908 -0.1 0.0 0.0
H -1.073 -6.405 -3.926 0.0 -0.1 0.0
H -0.586 -8.076 -3.605 0.0 0.0 0.0
H 1.761 -7.503 -3.761 0.0 0.0 0.1
H 1.116 -6.003 -3.062 0.1 0.0 -0.1
H -0.057 -5.349 -6.324 0.0 0.0 -0.1
H 1.078 -6.490 -7.076 0.1 0.1 0.1
C 2.281 11.471 4.878 0.3 0.0 -0.2
C 1.807 10.779 6.139 -0.3 -0.3 0.1
C 1.959 11.875 7.177 0.2 0.2 0.2
O 1.756 13.120 6.496 0.0 -0.3 -0.1
C 1.764 12.883 5.082 -0.2 0.2 0.0
H 1.914 11.012 3.959 0.0 0.0 0.0
H 3.376 11.475 4.846 -0.1 0.0 0.0
H 0.752 10.505 6.037 0.1 0.0 0.0
H 2.371 9.879 6.385 0.0 0.1 0.0
H 2.969 11.885 7.600 0.0 -0.1 0.1
H 1.241 11.782 7.994 0.0 0.1 0.0
H 0.736 12.985 4.718 0.0 0.0 -0.1
H 2.384 13.633 4.588 0.0 0.0 0.1
C -3.073 -12.095 -7.327 0.0 -0.3 -0.2
C -3.089 -11.877 -5.829 -0.3 0.2 0.3
C -1.682 -11.373 -5.569 0.3 0.0 0.0
O -1.267 -10.673 -6.750 -0.2 -0.2 0.1
C -2.202 -10.947 -7.801 0.0 0.4 -0.1
H -4.064 -12.093 -7.783 0.1 0.0 0.0
H -2.591 -13.050 -7.559 0.0 0.0 0.0
H -3.817 -11.100 -5.575 0.0 -0.1 0.0
H -3.334 -12.773 -5.257 0.0 0.1 0.0
H -0.985 -12.203 -5.408 0.0 0.0 0.1
H -1.629 -10.703 -4.708 0.1 0.0 -0.1
H -2.794 -10.041 -7.966 0.0 0.0 -0.1
H -1.660 -11.182 -8.720 0.1 0.1 0.1
C -5.844 4.811 2.411 0.2 -0.2 -0.3
C -6.719 6.044 2.323 0.0 0.4 0.2
C -8.110 5.453 2.460 -0.2 -0.1 -0.1
O -7.984 4.284 3.280 0.2 0.1 -0.1
C -6.593 3.966 3.424 0.0 0.1 0.3
H -4.816 5.022 2.710 -0.1 0.0 0.0
H -5.821 4.302 1.443 0.0 0.0 0.1
H -6.511 6.708 3.168 0.0 0.0 -0.1
H -6.587 6.613 1.402 0.0 0.0 0.0
H -8.507 5.140 1.488 0.0 0.1 0.0
H -8.819 6.147 2.917 0.0 -0.1 0.0
H -6.296 4.217 4.448 0.1 -0.1 0.0
H -6.443 2.896 3.270 -0.1 0.1 0.0
C 1.087 -7.929 -11.087 0.0 -0.2 -0.4
C 1.351 -6.476 -10.750 0.3 0.2 0.2
C -0.044 -5.966 -10.440 -0.3 0.1 -0.1
O -0.780 -7.074 -9.905 0.3 0.0 -0.1
C -0.030 -8.277 -10.122 -0.1 -0.1 0.3
H 1.961 -8.573 -10.977 -0.1 0.0 0.0
H 0.729 -8.012 -12.118 0.0 0.0 0.1
H 1.980 -6.412 -9.857 0.0 0.0 -0.1
H 1.840 -5.921 -11.552 0.0 0.0 0.0
H -0.555 -5.630 -11.348 0.1 0.1 0.0
H -0.040 -5.146 -9.719 -0.1 -0.1 0.0
H 0.368 -8.602 -9.154 0.0 -0.1 0.0
H -0.690 -9.058 -10.506 -0.1 0.1 0.1
```
Forces are in eV/Å.



DFT (ωB97M-V with the def2-TZVPD basis set) results for a structure of composition C10H30F3O14PV in a non-equilibrium geometry.

The calculation puts the energy relative to the best compared isomer or geometry (same formula, charge and spin) at 0.0 kJ/mol. The calculation puts the total energy at -3037.367223 hartree. As for the HOMO-LUMO gap: 4.49 eV. As for the net charge: -3. Its spin multiplicity is 1.

```
59
Properties=species:S:1:pos:R:3:forces:R:3
O -0.991 0.900 0.285 -1.1 0.6 -0.2
V -0.151 -0.430 0.436 2.6 0.6 2.8
O -0.126 -1.155 -0.978 -0.2 -0.8 -1.2
C 2.311 1.046 -0.606 0.3 0.7 0.5
O 1.241 1.432 -1.465 0.3 -0.1 -0.5
O 1.855 0.465 0.472 -1.5 -1.4 -0.3
C 3.360 0.210 -1.391 0.1 0.2 0.0
F 2.867 -0.785 -2.131 0.0 0.0 -0.1
F 4.086 1.016 -2.260 -0.1 -0.1 -0.1
F 4.295 -0.294 -0.580 0.0 -0.2 0.2
C 1.484 2.183 -2.627 -0.3 -0.2 0.3
C 0.140 2.268 -3.321 -0.3 0.4 0.2
H -0.611 2.667 -2.634 0.1 -0.1 0.1
H 0.150 2.939 -4.188 0.2 -0.2 -0.1
H -0.170 1.257 -3.589 -0.1 0.1 -0.2
H 2.176 1.684 -3.312 0.2 0.1 0.1
H 1.874 3.172 -2.335 0.1 0.0 -0.3
H 2.916 1.943 -0.301 -0.1 0.2 -0.4
P 0.325 -1.588 2.968 4.2 0.7 3.0
O -0.500 -2.018 4.179 -1.3 -0.2 -1.3
O 1.822 -1.689 3.324 -0.5 -1.0 -0.5
O 0.164 -0.061 2.618 -2.0 0.5 -1.3
O 0.084 -2.210 1.527 -1.3 0.2 -0.6
C -1.782 1.221 4.838 -0.5 -0.3 -0.7
O -1.774 1.410 3.425 0.3 0.2 0.9
H -1.457 0.196 5.059 0.3 0.2 0.2
H -1.159 1.973 5.336 0.0 -0.1 0.2
H -2.819 1.302 5.205 0.1 0.2 0.0
H -1.026 0.774 3.133 0.1 -0.3 -0.7
C -3.337 -0.592 1.786 -0.9 -0.6 0.6
O -2.484 -1.290 0.899 -0.2 0.4 -0.6
H -4.404 -0.731 1.518 0.2 0.1 -0.3
H -3.265 -0.995 2.802 0.4 0.3 0.0
H -3.092 0.463 1.788 0.3 0.0 -0.1
H -2.524 -2.237 1.060 0.4 0.0 0.2
C 0.937 -2.385 -4.078 0.3 0.6 -0.1
O -0.324 -2.014 -3.591 -0.3 -0.5 -0.1
H 0.841 -3.146 -4.864 0.0 -0.1 0.1
H 1.421 -1.501 -4.523 0.0 -0.1 -0.1
H 1.629 -2.725 -3.305 -0.2 -0.2 0.1
H -0.332 -2.066 -2.614 0.2 0.6 0.1
C -3.352 -0.495 -2.529 0.0 0.5 0.8
O -4.260 -0.363 -1.429 -0.2 -0.1 -0.1
H -2.375 -0.114 -2.226 0.2 -0.1 -0.2
H -3.240 -1.539 -2.831 -0.1 0.1 -0.2
H -3.752 0.145 -3.320 0.1 -0.3 -0.3
H -3.732 -0.359 -0.620 0.2 -0.2 -0.1
C 0.203 3.797 1.894 0.8 -0.2 -0.1
O 0.800 2.834 2.757 -1.1 0.8 -0.3
H 0.941 4.028 1.116 -0.1 0.3 0.1
H -0.671 3.402 1.371 0.0 -0.1 0.1
H -0.073 4.705 2.457 0.0 0.1 -0.2
H 0.024 2.280 2.941 0.6 -0.7 0.3
C 2.992 -3.094 0.373 0.1 -0.7 -0.7
O 1.752 -3.746 0.206 -0.4 0.1 0.2
H 2.909 -2.216 1.016 0.1 -0.1 0.1
H 3.718 -3.835 0.750 0.0 0.3 0.4
H 3.379 -2.831 -0.627 0.0 0.3 0.2
H 1.088 -3.208 0.733 0.2 -0.3 -0.2
```
Forces are in eV/Å.



DFT (ωB97M-V with the def2-TZVPD basis set) results for a structure of composition C8H8NO4S in a non-equilibrium geometry.

The calculation puts the energy relative to the best compared isomer or geometry (same formula, charge and spin) at 708.8 kJ/mol. The calculation puts the total energy at -1063.327340 hartree. As for the HOMO-LUMO gap (alpha / beta): 6.82 / 6.79 eV. As for the net charge: -1. Its spin multiplicity is 1.

```
22
Properties=species:S:1:pos:R:3:forces:R:3
C 1.646 -0.222 0.465 -1.2 1.1 1.4
C -0.939 -1.082 1.289 0.2 1.9 3.0
C 1.044 0.426 -1.995 1.5 0.5 -0.4
C 2.884 0.483 0.688 -0.7 0.2 0.2
C -0.108 -0.438 -2.511 -1.2 -0.3 -2.7
C 0.004 -1.111 -1.168 -2.3 -3.1 0.8
C -1.183 1.492 1.362 -0.8 -1.0 1.6
C -1.351 0.199 2.180 1.9 -1.4 -0.2
N 1.046 -0.291 -0.770 1.1 0.9 -1.7
O 3.551 1.462 0.912 -0.2 -0.8 -0.3
O 1.769 1.293 -2.438 -1.0 -0.8 0.6
O 3.042 -0.841 0.685 0.9 -0.2 -0.3
O -2.195 -2.376 -0.317 -0.9 -1.2 -0.9
S -1.676 -0.999 -0.247 0.7 -0.1 -0.4
H -1.114 0.088 -2.791 1.8 -0.8 0.8
H 0.121 -1.143 -3.399 0.0 1.4 1.3
H 0.091 -2.282 -1.074 0.1 2.2 -0.3
H -1.650 1.175 0.449 -0.2 1.0 -0.8
H -0.140 1.559 1.252 1.3 1.0 -0.5
H -1.707 2.329 1.848 0.5 0.0 -0.4
H -2.396 0.209 2.449 -0.6 -0.9 0.2
H -0.739 0.071 3.132 -0.8 0.7 -1.1
```
Forces are in eV/Å.